A 7-piece molecular cluster, C69H68N3O28S2 overall at a distorted geometry. Source: the OMol25 dataset; level of theory: ωB97M-V with the def2-TZVPD basis set.

Values from the calculation:
E_LUMO: -0.13891 Ha
2S+1: 1
Total energy: -156116.1843 eV
Max |F|: 2.4 eV/A
Total charge: +1

Last columns: bonded neighbours and bond lengths (Å).
Positions of all 170 atoms, in Å:
1 C -3.04472 -0.63407 -1.27078  C2 1.550, H43 1.102, H44 1.104, H45 1.105
2 C -1.94526 -0.20493 -0.26651  C1 1.550, C3 1.564, H46 1.106, H47 1.104
3 C -1.00573 0.91306 -0.82742  C2 1.564, C4 1.562, H48 1.099, H49 1.098
4 C 0.19179 0.19829 -1.53100  C3 1.562, N5 1.466, H50 1.105, H51 1.102
5 N -0.25689 -0.34096 -2.81791  C4 1.466, C6 1.475, C37 1.410
6 C 0.72681 -1.24132 -3.44776  N5 1.475, C7 1.552, H52 1.106, H53 1.103
7 C 0.79434 -2.57964 -2.66390  C6 1.552, C8 1.556, H54 1.101, H55 1.102
8 C 1.40443 -3.68217 -3.57643  C7 1.556, C9 1.550, H56 1.105, H57 1.096
9 C 0.25816 -4.53307 -4.18127  C8 1.550, C10 1.526, H58 1.096, H59 1.108
10 C -0.57817 -3.79395 -5.22232  C9 1.526, C11 1.422, C25 1.389
11 C 0.04857 -3.46213 -6.45449  C10 1.422, C12 1.512, C21 1.401
12 C 1.49800 -3.76996 -6.75664  C11 1.512, O13 1.211, O14 1.359
13 O 2.29158 -2.86861 -6.60074  C12 1.211
14 O 1.88983 -4.98748 -7.21688  C12 1.359, C15 1.405
15 C 3.26513 -5.22944 -7.06178  O14 1.405, C16 1.396, C20 1.393
16 C 3.69334 -5.97279 -5.96010  C15 1.396, C17 1.394, H60 1.091
17 C 5.06198 -6.20947 -5.84321  C16 1.394, N18 1.328, H61 1.100
18 N 6.00723 -5.76502 -6.66253  C17 1.328, C19 1.330
19 C 5.54692 -5.06526 -7.69537  N18 1.330, C20 1.392, H62 1.097
20 C 4.21525 -4.76903 -7.97079  C15 1.393, C19 1.392, H63 1.089
21 C -0.68658 -2.81278 -7.45531  C11 1.401, C22 1.377, H64 1.089
22 C -1.99502 -2.48349 -7.17899  C21 1.377, O23 1.366, N24 1.330
23 O -2.74216 -1.84212 -8.12587  C22 1.366, H65 0.973
24 N -2.55196 -2.76783 -6.00514  C22 1.330, C25 1.349, H66 1.023
25 C -1.90197 -3.42493 -5.02294  C10 1.389, N24 1.349, C26 1.511
26 C -2.64673 -3.68787 -3.73532  C25 1.511, C27 1.544, H67 1.099, H68 1.108
27 C -4.03566 -4.33501 -3.92600  C26 1.544, C28 1.557, O29 1.420, H69 1.105
28 C -4.56607 -4.82858 -2.54796  C27 1.557, H70 1.099, H71 1.106, H72 1.099
29 O -4.98169 -3.50472 -4.58282  C27 1.420, C30 1.435
30 C -5.16300 -2.23083 -3.94742  O29 1.435, C31 1.520, H73 1.116, H74 1.099
31 C -6.63709 -1.86075 -3.92677  C30 1.520, C32 1.396, C36 1.396
32 C -7.28848 -1.67060 -2.70702  C31 1.396, C33 1.394, H75 1.096
33 C -8.64890 -1.36993 -2.66673  C32 1.394, C34 1.392, H76 1.092
34 C -9.39529 -1.25080 -3.83524  C33 1.392, C35 1.402, H77 1.092
35 C -8.74307 -1.39947 -5.06686  C34 1.402, C36 1.384, H78 1.092
36 C -7.39192 -1.69838 -5.08986  C31 1.396, C35 1.384, H79 1.096
37 C -0.53460 0.65784 -3.77374  N5 1.410, S38 1.622, S39 1.834
38 S 0.02622 2.17932 -3.80197  C37 1.622
39 S -1.63075 0.12815 -5.14473  C37 1.834, C40 1.826
40 C -3.18866 1.04024 -4.87030  S39 1.826, C41 1.558, H80 1.100, H81 1.106
41 C -3.37355 2.23108 -5.85764  C40 1.558, C42 1.564, H82 1.102, H83 1.098
42 C -3.30845 1.66352 -7.31326  C41 1.564, H84 1.100, H85 1.101, H86 1.100
43 H -3.73449 0.20559 -1.45594  C1 1.102
44 H -2.62465 -0.94043 -2.24514  C1 1.104
45 H -3.59949 -1.50981 -0.88901  C1 1.105
46 H -1.37496 -1.11685 -0.00877  C2 1.106
47 H -2.43542 0.10627 0.67288  C2 1.104
48 H -0.59705 1.49322 0.01132  C3 1.099
49 H -1.57669 1.54619 -1.51888  C3 1.098
50 H 1.07757 0.85486 -1.60546  C4 1.105
51 H 0.49049 -0.59926 -0.83126  C4 1.102
52 H 1.74397 -0.81067 -3.50492  C6 1.106
53 H 0.41205 -1.49057 -4.47551  C6 1.103
54 H -0.19787 -2.89273 -2.30441  C7 1.101
55 H 1.47500 -2.46311 -1.80500  C7 1.102
56 H 1.98546 -4.35897 -2.92387  C8 1.105
57 H 2.12319 -3.28116 -4.30025  C8 1.096
58 H -0.31088 -4.96036 -3.34782  C9 1.096
59 H 0.72334 -5.39519 -4.69895  C9 1.108
60 H 2.92911 -6.34680 -5.27700  C16 1.091
61 H 5.39884 -6.82119 -4.99271  C17 1.100
62 H 6.29272 -4.68005 -8.40136  C19 1.097
63 H 3.93586 -4.18037 -8.84374  C20 1.089
64 H -0.21459 -2.56439 -8.40495  C21 1.089
65 H -3.01983 -2.54912 -8.73376  O23 0.973
66 H -3.51790 -2.44887 -5.89790  N24 1.023
67 H -2.06071 -4.36546 -3.09868  C26 1.099
68 H -2.67720 -2.73515 -3.17020  C26 1.108
69 H -3.89882 -5.25396 -4.52345  C27 1.105
70 H -3.88639 -5.58611 -2.13409  C28 1.099
71 H -4.56242 -3.98044 -1.83761  C28 1.106
72 H -5.60396 -5.17793 -2.63433  C28 1.099
73 H -4.65440 -1.44633 -4.55648  C30 1.116
74 H -4.73966 -2.15794 -2.93629  C30 1.099
75 H -6.76839 -1.75113 -1.74584  C32 1.096
76 H -9.17132 -1.23376 -1.71777  C33 1.092
77 H -10.46793 -1.04662 -3.83253  C34 1.092
78 H -9.32375 -1.29927 -5.98643  C35 1.092
79 H -6.86936 -1.81880 -6.04592  C36 1.096
80 H -3.29623 1.36493 -3.82440  C40 1.100
81 H -4.02927 0.34699 -5.05970  C40 1.106
82 H -2.51175 2.89567 -5.68569  C41 1.102
83 H -4.31667 2.76335 -5.67663  C41 1.098
84 H -2.26270 1.53789 -7.62897  C42 1.100
85 H -3.86888 0.71594 -7.34630  C42 1.101
86 H -3.75979 2.40943 -7.98476  C42 1.100
87 C 3.33810 1.73210 1.41490  C88 1.340, C93 1.455, H97 1.081
88 C 4.05205 1.98442 2.52046  C87 1.340, C89 1.501, O96 1.332
89 C 3.98241 3.31445 3.21302  C88 1.501, O90 1.216, C91 1.454
90 O 4.63557 3.48503 4.22418  C89 1.216
91 C 3.13371 4.34521 2.63675  C89 1.454, C92 1.340, H98 1.081
92 C 2.42240 4.09353 1.52974  C91 1.340, C93 1.499, O95 1.333
93 C 2.47076 2.75640 0.85280  C87 1.455, C92 1.499, O94 1.219
94 O 1.78746 2.57669 -0.14106  C93 1.219
95 O 1.63476 5.01456 0.97565  C92 1.333, H99 0.977
96 O 4.85711 1.07340 3.06413  C88 1.332, H100 0.977
97 H 3.37751 0.77799 0.90811  C87 1.081
98 H 3.10604 5.30379 3.13612  C91 1.081
99 H 1.23559 4.58273 0.19542  O95 0.977
100 H 5.25256 1.49910 3.85019  O96 0.977
101 C 7.77649 -8.65950 -2.39057  C102 1.340, C107 1.454, H111 1.081
102 C 8.52529 -8.61937 -1.28013  C101 1.340, C103 1.501, O110 1.332
103 C 9.33219 -7.40607 -0.91966  C102 1.501, O104 1.215, C105 1.458
104 O 9.97844 -7.41720 0.10949  C103 1.215
105 C 9.30417 -6.26787 -1.83032  C103 1.458, C106 1.338, H112 1.081
106 C 8.55844 -6.31184 -2.94082  C105 1.338, C107 1.498, O109 1.336
107 C 7.73276 -7.51333 -3.28368  C101 1.454, C106 1.498, O108 1.219
108 O 7.06006 -7.48216 -4.30010  C107 1.219
109 O 8.50746 -5.29203 -3.80288  C106 1.336, H113 0.978
110 O 8.59464 -9.64767 -0.43705  C102 1.332, H114 0.977
111 H 7.18915 -9.52601 -2.66046  C101 1.081
112 H 9.90278 -5.40629 -1.57008  C105 1.081
113 H 7.90230 -5.57291 -4.51866  O109 0.978
114 H 9.19658 -9.36431 0.27838  O110 0.977
115 C 5.58882 5.50974 8.47609  C116 1.340, C121 1.454, H125 1.081
116 C 5.81306 4.54071 7.57873  C115 1.340, C117 1.500, O124 1.331
117 C 6.05366 3.12079 7.99928  C116 1.500, O118 1.218, C119 1.457
118 O 6.23327 2.27485 7.14170  C117 1.218
119 C 6.06465 2.81972 9.42506  C117 1.457, C120 1.339, H126 1.081
120 C 5.84329 3.79002 10.32059  C119 1.339, C121 1.500, O123 1.335
121 C 5.57634 5.20426 9.89779  C115 1.454, C120 1.500, O122 1.217
122 O 5.36185 6.04154 10.75517  C121 1.217
123 O 5.84609 3.55498 11.63431  C120 1.335, H127 0.977
124 O 5.83206 4.77998 6.26982  C116 1.331, H128 0.975
125 H 5.41109 6.53542 8.18554  C115 1.081
126 H 6.25581 1.79670 9.71740  C119 1.081
127 H 5.66032 4.41525 12.05820  O123 0.977
128 H 6.00753 3.91976 5.84475  O124 0.975
129 C -1.24300 6.44280 3.50496  C130 1.340, C135 1.456, H139 1.081
130 C -0.54962 7.03748 2.52485  C129 1.340, C131 1.500, O138 1.334
131 C -0.33307 8.52163 2.50449  C130 1.500, O132 1.217, C133 1.457
132 O 0.32131 9.00470 1.59955  C131 1.217
133 C -0.92361 9.31663 3.57274  C131 1.457, C134 1.339, H140 1.081
134 C -1.61943 8.72205 4.55029  C133 1.339, C135 1.500, O137 1.334
135 C -1.81314 7.23530 4.58572  C129 1.456, C134 1.500, O136 1.217
136 O -2.43894 6.74658 5.50799  C135 1.217
137 O -2.17681 9.41540 5.54435  C134 1.334, H141 0.976
138 O -0.01200 6.34685 1.51794  C130 1.334, H142 0.976
139 H -1.40411 5.37408 3.53248  C129 1.081
140 H -0.77539 10.38682 3.53805  C133 1.081
141 H -2.61693 8.75562 6.11399  O137 0.976
142 H 0.43225 7.01056 0.95610  O138 0.976
143 C -5.72196 0.47754 3.03637  C144 1.337, C149 1.459, H153 1.081
144 C -5.81729 0.15889 1.74121  C143 1.337, C145 1.499, O152 1.336
145 C -6.52778 -1.07968 1.28468  C144 1.499, O146 1.221, C147 1.454
146 O -6.59731 -1.30923 0.08747  C145 1.221
147 C -7.09833 -1.95629 2.29484  C145 1.454, C148 1.340, H154 1.081
148 C -7.00224 -1.64164 3.59422  C147 1.340, C149 1.501, O151 1.331
149 C -6.31422 -0.38846 4.05038  C143 1.459, C148 1.501, O150 1.215
150 O -6.27121 -0.14254 5.23904  C149 1.215
151 O -7.50954 -2.41929 4.54817  C148 1.331, H155 0.977
152 O -5.28784 0.92186 0.78035  C144 1.336, H156 0.976
153 H -5.21379 1.36902 3.37676  C143 1.081
154 H -7.59294 -2.85485 1.95368  C147 1.081
155 H -7.30914 -1.97043 5.39245  O151 0.977
156 H -5.50063 0.46786 -0.05676  O152 0.976
157 C 2.06209 5.03426 11.23730  C158 1.338, C163 1.455, H167 1.081
158 C 1.63249 4.97183 12.50268  C157 1.338, C159 1.500, O166 1.335
159 C 0.46616 5.78690 12.97592  C158 1.500, O160 1.216, C161 1.458
160 O 0.10503 5.67786 14.13189  C159 1.216
161 C -0.17967 6.68018 12.02097  C159 1.458, C162 1.338, H168 1.081
162 C 0.25467 6.74348 10.75671  C161 1.338, C163 1.499, O165 1.336
163 C 1.40328 5.90830 10.27795  C157 1.455, C162 1.499, O164 1.218
164 O 1.74563 5.99161 9.11218  C163 1.218
165 O -0.30781 7.54993 9.85274  C162 1.336, H169 0.976
166 O 2.21360 4.18467 13.41030  C158 1.335, H170 0.977
167 H 2.89962 4.45031 10.88348  C157 1.081
168 H -1.00824 7.27573 12.37758  C161 1.081
169 H 0.18891 7.40410 9.02530  O165 0.976
170 H 1.71505 4.32329 14.23850  O166 0.977